C24H26F32GaN2O5S | wB97M-V/def2-TZVPD

```
91
Properties=species:S:1:pos:R:3:forces:R:3:lowdin_charge:R:1
C 4.090 -5.856 -3.790 0.4712 -0.2039 0.0434 -0.174
C 5.524 -5.588 -3.344 -0.1060 -0.0461 -0.2121 -0.589
S 5.870 -3.864 -2.939 0.0611 0.0450 -0.1347 0.751
C 4.757 -3.490 -1.598 0.2743 0.2914 -0.0672 -0.611
Ga 5.203 -1.660 -0.838 -0.2819 -0.6137 0.4732 0.307
N 6.831 -1.703 0.171 -0.3165 0.2552 -0.1443 -0.120
O 5.495 -0.372 -2.309 0.1291 1.1389 0.4534 -0.138
C 5.675 0.812 -1.875 -0.1298 -1.2995 -0.5830 -0.558
N 5.857 1.891 -1.483 -0.1186 0.4081 -0.0271 0.076
H 3.987 -5.586 -4.835 -0.2306 0.1664 -0.1347 0.065
H 3.374 -5.304 -3.194 -0.1548 0.0497 0.0771 0.037
H 3.888 -6.921 -3.693 -0.2230 -0.1409 -0.0361 0.061
H 5.816 -6.255 -2.536 -0.0293 0.0638 0.3163 0.059
H 6.192 -5.816 -4.173 0.1853 -0.0300 -0.0837 0.050
H 3.711 -3.571 -1.882 -0.1236 0.1272 -0.1600 -0.016
H 4.930 -4.160 -0.757 0.1166 -0.1147 0.1373 0.007
H 3.964 -1.118 0.009 0.0525 0.1259 -0.0292 -0.048
H 6.684 -1.049 0.933 0.1185 0.0155 0.1218 -0.052
H 7.593 -1.296 -0.360 0.1401 -0.1176 -0.0530 -0.037
C -1.775 -4.233 -1.495 -0.4784 0.0881 0.2610 -0.033
C -0.593 -3.301 -1.807 0.2011 -0.3219 0.0701 -0.441
C -0.458 -2.776 -3.239 0.0576 0.1769 -0.0123 -0.308
F -0.262 -3.786 -4.114 -0.0390 -0.0679 0.0209 0.093
F 0.605 -1.952 -3.299 -0.0226 -0.0352 -0.0200 0.113
F 0.561 -3.872 -1.412 -0.0246 0.0234 -0.0354 0.144
F -0.795 -2.190 -1.046 -0.0677 0.0949 -0.0194 0.100
O -1.520 -5.628 -1.448 0.4084 0.1060 -0.1485 0.053
C -1.594 -6.424 -2.550 -0.1474 0.0465 0.1426 -0.552
C -0.241 -7.078 -2.848 0.1028 -0.0886 0.0619 -0.289
F 0.690 -6.135 -3.056 0.0176 0.0086 -0.1324 0.108
F -0.356 -7.839 -3.961 0.0094 0.0127 -0.0261 0.095
F -2.083 -5.783 -3.626 0.0433 0.0518 -0.0294 0.152
F -2.455 -7.435 -2.268 -0.1037 -0.0655 -0.0169 0.132
H -2.052 -3.985 -0.473 0.0329 0.0081 0.0243 0.133
H -2.640 -4.001 -2.116 0.1075 0.0029 -0.1738 0.148
H -1.354 -2.218 -3.526 -0.0108 -0.0343 -0.0079 0.171
H 0.064 -7.707 -2.009 -0.0396 -0.0028 0.0096 0.175
C -2.753 -1.897 3.389 0.3016 -0.1741 0.4941 -0.032
C -2.307 -1.497 1.975 -0.2630 -0.1661 -0.1209 -0.439
C -2.325 -0.009 1.628 0.2232 0.3201 -0.0440 -0.303
F -3.582 0.485 1.694 -0.0372 -0.0681 0.0212 0.094
F -1.873 0.161 0.366 -0.0929 -0.0824 0.0224 0.103
F -3.013 -2.200 1.056 0.0031 0.0505 0.0371 0.120
F -1.007 -1.877 1.877 0.0744 0.0135 0.0438 0.116
O -4.077 -2.375 3.549 -0.0845 0.0889 -0.4960 0.052
C -5.129 -1.551 3.810 0.1242 -0.0738 0.1691 -0.554
C -6.187 -1.628 2.705 -0.0954 -0.0339 -0.0484 -0.289
F -5.666 -1.258 1.522 -0.0083 0.0436 -0.0035 0.105
F -7.198 -0.783 3.013 -0.0277 0.0012 -0.0237 0.096
F -4.755 -0.283 4.048 0.0280 0.0281 -0.0471 0.156
F -5.733 -2.008 4.935 -0.0313 0.0292 0.1214 0.136
H -2.134 -2.759 3.633 0.0021 -0.0211 -0.0219 0.150
H -2.510 -1.123 4.117 -0.0776 0.1611 -0.1271 0.148
H -1.680 0.556 2.306 -0.0279 -0.0319 0.0241 0.158
H -6.572 -2.647 2.629 0.0018 -0.0003 0.0165 0.174
C -1.286 4.409 5.298 0.2042 0.1647 0.4920 -0.038
C -0.879 3.371 4.244 -0.2580 -0.0163 -0.0322 -0.439
C -0.314 3.876 2.916 0.2051 -0.0159 -0.1333 -0.304
F -1.231 4.610 2.261 -0.0654 0.0291 0.1849 0.094
F -0.009 2.801 2.155 -0.0438 -0.0050 -0.0030 0.102
F -1.910 2.531 3.997 -0.0310 -0.0687 0.0377 0.123
F 0.122 2.637 4.808 0.0772 0.0010 0.0423 0.106
O -2.660 4.726 5.398 -0.0855 -0.3122 -0.3622 0.050
C -3.242 5.721 4.667 0.0778 0.0633 0.1808 -0.552
C -4.345 5.172 3.756 -0.1044 -0.0253 -0.0307 -0.288
F -3.842 4.273 2.893 0.0125 0.0258 -0.0368 0.106
F -4.874 6.199 3.052 -0.0270 -0.0072 -0.0204 0.099
F -2.349 6.450 3.979 0.0409 -0.0415 -0.0479 0.159
F -3.856 6.556 5.540 0.0002 0.1100 0.0416 0.138
H -1.061 3.931 6.250 -0.0007 -0.0276 0.0007 0.148
H -0.662 5.301 5.241 -0.0237 0.0168 -0.2258 0.149
H 0.592 4.468 3.072 -0.0150 0.0008 -0.0170 0.178
H -5.125 4.701 4.358 0.0039 0.0109 0.0099 0.175
C 0.118 4.043 -2.079 -0.3900 -0.4229 -0.2168 -0.047
C 0.078 5.162 -1.028 0.3980 -0.1373 0.0733 -0.440
C 0.006 6.610 -1.519 -0.0794 0.0955 0.0382 -0.306
F 1.097 6.954 -2.225 0.0244 -0.0420 -0.0123 0.101
F -0.069 7.427 -0.437 0.0009 -0.0079 -0.0415 0.088
F 1.099 5.023 -0.157 -0.0303 0.0492 -0.0047 0.135
F -1.080 4.980 -0.330 -0.1811 0.0202 -0.1549 0.088
O 1.366 3.473 -2.386 0.2261 0.3459 0.3288 0.059
C 2.183 3.970 -3.365 -0.1280 -0.1664 -0.0654 -0.540
C 3.527 4.422 -2.792 0.3304 -0.2231 0.1633 -0.278
F 3.332 5.393 -1.871 -0.0636 0.0608 -0.0545 0.089
F 4.269 4.939 -3.800 -0.0208 0.0578 -0.0346 0.092
F 1.583 4.954 -4.076 -0.0109 0.0656 0.0759 0.135
F 2.440 2.966 -4.226 -0.0296 -0.0225 -0.1345 0.153
H -0.435 3.225 -1.618 -0.0047 0.0057 0.0431 0.149
H -0.434 4.327 -2.977 0.0639 0.1975 0.0029 0.146
H -0.888 6.761 -2.131 0.0129 -0.0067 -0.0098 0.170
H 4.057 3.579 -2.335 0.0205 0.0190 -0.0198 0.146
```
Forces are in eV/Å.

For the gap between HOMO and LUMO, the calculation gives 6.82 eV. For the LUMO energy, the calculation gives 0.0624 hartree. As for the net charge: -1.

C24H26FInN4O4Te4 | wB97M-V/def2-TZVPD

```
64
Properties=species:S:1:pos:R:3:forces:R:3:lowdin_charge:R:1
In -0.511 -0.360 -0.027 0.2327 0.1618 0.1010 0.248
C 1.664 0.081 4.329 0.0180 -0.0110 0.0254 -0.023
C 1.401 -0.908 3.236 -0.0528 -0.0582 -0.0610 -0.258
C 2.450 -1.444 2.493 -0.0187 0.0342 -0.0042 -0.019
C 2.229 -2.398 1.510 -0.0018 -0.0331 -0.0437 -0.100
C 0.943 -2.856 1.254 -0.0304 -0.0024 -0.0551 -0.143
C -0.126 -2.331 1.987 0.1185 0.0870 0.0564 -0.187
C 0.105 -1.346 2.952 0.0469 -0.0838 0.0691 -0.059
H 1.630 1.097 3.939 -0.0216 0.0873 -0.0418 0.069
H 2.650 -0.080 4.761 0.0010 0.0072 0.0177 0.089
H 0.924 -0.010 5.123 -0.0072 0.0276 0.0039 0.089
H 3.462 -1.122 2.703 0.0077 0.0007 0.0118 0.127
H 3.068 -2.814 0.965 -0.0046 -0.0030 0.0082 0.116
H 0.768 -3.644 0.531 -0.0019 0.0189 -0.0061 0.110
H -1.114 -2.753 1.864 -0.0153 0.0693 -0.0125 0.074
H -0.723 -0.981 3.551 0.0157 0.0039 -0.0156 0.126
Te -2.584 -1.845 -0.800 -0.2670 -0.1859 -0.4769 0.353
Te -1.428 -3.577 -2.568 0.1491 0.0104 0.3711 0.114
Te 1.060 -2.625 -3.357 -0.1781 0.1916 -0.0220 0.186
Te 1.750 -0.656 -1.710 -0.0293 0.0470 -0.0832 0.647
F -5.396 3.531 -3.191 0.0477 -0.0710 -0.0103 0.075
C -4.570 3.962 -2.218 0.0589 0.0254 0.0232 -0.178
C -3.667 3.082 -1.705 -0.0215 0.0403 0.0361 0.103
C -2.759 3.498 -0.724 -0.0392 0.0269 -0.0361 -0.045
C -1.777 2.562 -0.200 -0.1319 -0.0733 -0.0454 -0.275
O -1.819 1.363 -0.603 0.1012 0.0216 -0.0519 -0.165
C -0.863 3.073 0.747 -0.0015 0.0910 0.0875 -0.016
C -0.998 4.375 1.158 0.0556 -0.0138 0.0297 0.069
N -1.924 5.230 0.710 -0.0546 -0.0626 -0.0127 0.026
C -1.953 6.586 1.226 0.0080 0.0173 0.0004 -0.252
C -1.778 6.792 2.697 -0.0099 0.0142 -0.0104 -0.066
C -3.122 7.007 2.069 0.0223 0.0422 0.0179 -0.088
C -2.817 4.822 -0.275 0.0325 0.0412 -0.0224 -0.102
C -3.763 5.709 -0.805 -0.0353 -0.1145 0.0041 0.069
C -4.654 5.305 -1.788 0.0250 -0.0980 -0.0022 -0.120
N -5.608 6.196 -2.302 -0.0037 0.0933 0.0648 -0.081
C -6.713 5.751 -3.147 -0.0838 -0.0396 -0.0442 -0.125
C -7.696 6.910 -3.325 -0.0844 0.0274 0.0146 -0.075
N -7.679 7.742 -2.077 -0.0153 -0.0037 0.0424 0.067
C -6.361 8.471 -1.938 -0.0473 0.0379 0.0022 -0.062
C -5.266 7.588 -2.538 0.0660 0.0485 -0.0208 -0.125
C 0.262 2.293 1.375 0.0839 0.1232 -0.0878 -0.548
O 0.831 2.762 2.333 0.0513 -0.0613 0.0683 0.104
O 0.617 1.182 0.778 -0.1274 -0.3384 0.1157 -0.168
H -3.639 2.064 -2.068 0.0150 -0.0142 -0.0075 0.147
H -0.314 4.756 1.904 0.0095 -0.0219 -0.0053 0.155
H -1.508 7.308 0.552 -0.0133 0.0067 -0.0034 0.160
H -1.203 7.652 3.006 0.0034 0.0085 0.0029 0.118
H -1.660 5.919 3.323 -0.0066 -0.0012 0.0045 0.117
H -3.485 8.019 1.956 -0.0017 0.0033 0.0036 0.108
H -3.880 6.262 2.266 -0.0043 -0.0203 0.0049 0.117
H -3.812 6.708 -0.403 -0.0191 0.0536 -0.0240 0.106
H -7.220 4.918 -2.661 0.0141 0.0104 -0.0293 0.138
H -6.402 5.417 -4.140 -0.0093 0.0434 0.0227 0.140
H -8.708 6.547 -3.492 0.0206 0.0046 -0.0037 0.145
H -7.429 7.582 -4.139 0.0011 -0.0363 -0.0212 0.140
H -7.802 7.124 -1.271 0.0060 0.0099 -0.0206 0.187
H -8.455 8.405 -2.068 0.0125 -0.0124 -0.0014 0.189
H -6.215 8.654 -0.875 0.0271 0.0025 -0.0233 0.137
H -6.458 9.423 -2.458 0.0246 -0.0117 0.0042 0.142
H -4.315 7.848 -2.086 0.0223 -0.0307 0.0254 0.128
H -5.158 7.782 -3.611 -0.0113 0.0026 0.0050 0.141
O 0.808 2.127 -2.727 0.0190 0.3717 0.1439 0.027
N 0.724 1.070 -3.113 0.0325 -0.5122 -0.0824 -0.125
```
Forces are in eV/Å.

For the gap between HOMO and LUMO (alpha / beta), the calculation gives 5.99 / 5.99 eV. For the LUMO energy (alpha / beta), the calculation gives -0.1989 / -0.1990 hartree. As for the net charge: +2.

C24H26FN3O4 | wB97M-V/def2-TZVPD

```
58
Properties=species:S:1:pos:R:3:forces:R:3:nbo_charge:R:1
C -7.189 -3.704 -1.496 0.2870 0.1290 0.2728 -0.634
C -6.353 -3.832 -0.231 -0.5324 -0.2554 -0.0069 -0.074
O -5.324 -2.844 -0.183 0.3107 0.0921 -0.0880 -0.509
C -5.669 -1.634 0.275 -0.2263 0.0452 0.1177 0.787
O -6.776 -1.352 0.662 0.0596 -0.0468 -0.0451 -0.598
C -4.528 -0.683 0.266 0.2013 0.1878 -0.0074 -0.166
C -3.285 -1.025 -0.257 -0.1957 0.0141 0.0927 -0.168
C -2.252 -0.109 -0.245 0.1129 0.1445 0.0538 -0.163
C -2.456 1.159 0.286 -0.3500 -0.3232 -0.0176 0.137
N -1.402 2.108 0.290 -0.2582 -0.3130 -0.0345 -0.504
C -1.150 2.959 1.365 0.2703 0.3407 0.2153 0.710
O -1.705 2.904 2.427 -0.0800 0.0157 0.1079 -0.548
C -0.083 3.934 0.932 -0.0081 -0.0120 -0.0357 -0.521
C 0.484 3.369 -0.374 0.2133 0.2824 0.1035 -0.133
N 1.838 2.891 -0.187 -0.0622 0.1503 -0.0870 -0.440
C 2.691 2.841 -1.356 -0.0157 -0.1619 -0.2479 -0.206
C 2.565 1.546 -2.166 0.0701 -0.0247 0.0711 -0.438
C 2.802 0.313 -1.289 -0.2931 -0.1198 -0.0454 -0.039
N 4.202 0.212 -0.951 0.0372 0.6837 -0.2358 -0.608
C 4.785 -0.881 -0.359 0.2530 -0.3914 0.1907 0.173
C 4.191 -2.147 -0.343 -0.0613 0.3231 -0.0683 -0.278
C 4.848 -3.229 0.209 0.3950 -0.1133 0.2211 -0.241
C 6.106 -3.054 0.754 -0.1112 -0.0125 -0.0562 0.343
F 6.747 -4.116 1.300 -0.0267 0.0597 -0.0308 -0.332
C 6.722 -1.816 0.756 -0.0727 -0.2575 0.0461 -0.254
C 6.060 -0.741 0.204 -0.1560 -0.0335 -0.0248 -0.237
C 1.892 0.386 -0.048 0.1029 0.0757 -0.0579 -0.434
C 2.031 1.734 0.667 0.0254 -0.2102 0.0681 -0.230
C -0.554 2.314 -0.784 0.1164 0.2896 -0.2644 0.700
O -0.638 1.757 -1.848 -0.0129 -0.0450 -0.0446 -0.570
C -3.698 1.511 0.804 0.1317 0.0199 -0.0642 -0.198
C -4.725 0.590 0.795 -0.0496 -0.2239 -0.0890 -0.157
H -6.553 -3.762 -2.376 0.0177 -0.0405 -0.0946 0.210
H -7.712 -2.751 -1.500 -0.0681 0.0314 -0.0242 0.224
H -7.920 -4.506 -1.532 -0.0923 -0.0902 -0.0327 0.217
H -5.828 -4.789 -0.200 -0.0536 0.1329 0.0392 0.189
H -6.989 -3.725 0.654 0.1576 -0.0867 -0.1130 0.200
H -3.132 -2.010 -0.669 0.0260 -0.0610 -0.0292 0.233
H -1.292 -0.378 -0.656 0.0545 0.0120 -0.0269 0.219
H 0.679 4.052 1.700 -0.0546 -0.0409 -0.0169 0.257
H -0.555 4.906 0.782 -0.0430 -0.0205 0.0105 0.251
H 0.522 4.126 -1.162 -0.0900 -0.1353 0.0686 0.232
H 3.720 2.962 -0.997 0.0376 0.0762 -0.0785 0.180
H 2.466 3.698 -1.993 0.0775 0.0153 0.0351 0.207
H 1.561 1.485 -2.587 0.0475 0.0235 -0.0074 0.240
H 3.284 1.556 -2.986 0.0289 -0.0367 -0.0518 0.218
H 2.539 -0.579 -1.870 -0.0016 0.1210 0.0362 0.202
H 4.655 1.089 -0.745 0.0002 -0.0970 -0.0256 0.377
H 3.211 -2.296 -0.768 -0.1192 0.0007 -0.0434 0.214
H 4.390 -4.206 0.221 -0.0257 -0.1074 0.0139 0.226
H 7.704 -1.705 1.189 0.1011 -0.0074 0.0482 0.228
H 6.533 0.231 0.200 0.0575 0.1002 -0.0103 0.205
H 0.860 0.236 -0.366 -0.0482 -0.0884 0.0200 0.203
H 2.151 -0.415 0.647 -0.0468 -0.0461 0.0171 0.223
H 3.042 1.813 1.082 -0.0647 -0.0511 0.1035 0.200
H 1.329 1.780 1.502 0.0983 0.0132 0.0891 0.205
H -3.854 2.495 1.216 -0.0040 0.0489 0.0364 0.233
H -5.697 0.841 1.193 -0.0671 0.0243 0.0277 0.241
```
Forces are in eV/Å.

For the gap between HOMO and LUMO, the calculation gives 8.01 eV. For the relative energy (zero: lowest compared OMol25 entry of this formula, charge and spin), the calculation gives 73.41 kJ/mol. For the LUMO energy, the calculation gives 0.0084 hartree. The SMILES is CCOC(=O)c1ccc(N2C(=O)C[C@@H](N3CCC(Nc4ccc(F)cc4)CC3)C2=O)cc1.